Molecular formula: C44H46GeN2O2PdS2Te
Method: DFT, the ωB97M-V functional and the def2-TZVPD basis

Geometry as XYZ:
```
99
C44H46GeN2O2PdS2Te | the OMol25 dataset | the ωB97M-V functional and the def2-TZVPD basis
Pd -0.575 -0.286 0.614
C 4.059 -4.177 1.974
C 3.632 -3.407 3.221
N 2.222 -3.052 3.179
C 1.277 -3.949 3.811
C 0.904 -3.504 5.224
C 1.839 -1.940 2.551
S 0.139 -1.549 2.639
N 2.763 -1.227 1.959
C 2.609 -0.107 1.260
O 1.547 0.539 1.091
C 3.883 0.402 0.695
C 5.091 -0.209 1.036
C 6.278 0.269 0.520
C 6.275 1.355 -0.341
C 5.080 1.972 -0.673
C 3.887 1.507 -0.152
H 5.114 -4.430 2.040
H 3.907 -3.561 1.091
H 3.486 -5.097 1.869
H 4.214 -2.487 3.305
H 3.796 -4.008 4.119
H 1.730 -4.941 3.839
H 0.372 -3.993 3.194
H 1.782 -3.483 5.866
H 0.177 -4.193 5.645
H 0.460 -2.513 5.201
H 5.090 -1.053 1.706
H 7.211 -0.204 0.787
H 7.207 1.721 -0.745
H 5.075 2.822 -1.338
H 2.959 1.995 -0.406
C -0.963 5.978 1.601
C 0.132 5.143 1.753
C 0.170 3.926 1.095
C -0.881 3.527 0.274
C -1.976 4.372 0.131
C -2.012 5.592 0.785
Ge -0.708 1.790 -0.703
C -2.294 1.701 -1.923
C -3.587 1.851 -1.429
C -4.672 1.860 -2.291
C -4.475 1.701 -3.654
C -3.192 1.534 -4.150
C -2.108 1.519 -3.289
C 0.854 2.034 -1.918
C 1.446 0.948 -2.551
C 2.502 1.128 -3.426
C 2.993 2.399 -3.663
C 2.424 3.487 -3.023
C 1.361 3.308 -2.154
H -0.993 6.931 2.108
H 0.953 5.446 2.384
H 1.029 3.274 1.204
H -2.792 4.089 -0.516
H -2.858 6.249 0.653
H -3.745 1.956 -0.360
H -5.673 1.990 -1.905
H -5.323 1.703 -4.325
H -3.039 1.426 -5.215
H -1.106 1.381 -3.679
H 1.105 -0.057 -2.346
H 2.948 0.274 -3.914
H 3.824 2.538 -4.338
H 2.814 4.478 -3.199
H 0.919 4.159 -1.655
C -3.403 2.326 2.989
Te -2.052 0.630 2.763
C -0.357 1.730 3.529
H -3.148 3.153 2.332
H -3.374 2.663 4.020
H -4.407 1.984 2.767
H -0.166 1.430 4.556
H -0.554 2.797 3.476
H 0.500 1.482 2.910
O 0.243 -1.800 -1.093
S -0.975 -1.320 -1.806
C -1.461 -2.649 -2.939
C -1.132 -3.965 -2.676
C -1.580 -4.956 -3.533
C -2.332 -4.621 -4.647
C -2.627 -3.294 -4.919
C -2.191 -2.297 -4.062
C -2.293 -1.694 -0.595
C -1.977 -2.536 0.477
C -2.930 -2.784 1.458
C -4.182 -2.195 1.369
C -4.509 -1.418 0.265
C -3.574 -1.176 -0.730
H -0.518 -4.198 -1.820
H -1.339 -5.987 -3.329
H -2.683 -5.395 -5.311
H -3.195 -3.035 -5.798
H -2.405 -1.258 -4.267
H -1.017 -3.050 0.495
H -2.687 -3.444 2.277
H -4.917 -2.366 2.141
H -5.497 -1.000 0.163
H -3.835 -0.609 -1.611
```

highest occupied orbital energy (spin up / spin down): -10.47 / -10.32 eV
electronic energy: -142402.3725 eV
HOMO-LUMO gap (spin up / spin down): 6.01 / 5.51 eV
spin multiplicity: 2
molar mass: 1005.63 g mol⁻¹
charge: +1


Molecular formula: C44H47N4O3Si
Method: DFT, the ωB97M-V functional and the def2-TZVPD basis

Geometry as XYZ:
```
99
C44H47N4O3Si | the OMol25 dataset | the ωB97M-V functional and the def2-TZVPD basis
C -0.024 5.100 3.953
N -0.097 3.656 3.842
C -1.296 2.985 3.822
O -2.410 3.508 3.856
C -0.980 1.495 3.707
C -1.820 0.751 2.669
C -3.295 0.629 2.975
C -4.195 0.651 1.905
C -5.566 0.556 2.147
C -6.027 0.398 3.466
C -5.123 0.344 4.530
C -3.747 0.448 4.289
N 0.445 1.499 3.376
C 1.059 0.322 3.122
C 2.400 0.159 2.809
C 3.073 -1.017 2.487
C 4.536 -0.974 2.472
C 5.262 0.251 2.446
C 6.633 0.287 2.764
N 7.240 1.532 3.137
O 8.446 1.520 3.475
O 6.553 2.578 3.123
C 7.356 -0.896 2.962
C 6.695 -2.116 2.815
C 5.312 -2.164 2.584
C 1.073 2.839 3.519
C 1.723 3.315 2.207
C 2.080 2.931 4.675
H -1.030 5.477 4.130
H 0.635 5.409 4.777
H 0.373 5.539 3.029
H -1.120 1.039 4.704
H -1.689 1.268 1.697
H -1.407 -0.266 2.546
H -3.813 0.750 0.884
H -6.267 0.586 1.316
H -7.096 0.304 3.653
H -5.472 0.205 5.555
H -3.022 0.390 5.101
H 0.426 -0.563 3.260
H 3.007 1.061 2.922
H 2.563 -1.980 2.387
H 4.793 1.204 2.228
H 8.402 -0.804 3.236
H 7.280 -3.020 2.929
H 4.809 -3.127 2.512
H 0.994 3.247 1.388
H 2.053 4.357 2.308
H 2.597 2.704 1.960
H 1.558 2.825 5.634
H 2.854 2.162 4.597
H 2.559 3.916 4.650
C 3.085 -8.774 1.838
C 1.965 -9.342 2.456
C 0.842 -8.555 2.740
C 0.843 -7.179 2.441
Si -0.666 -6.099 2.623
C -2.135 -7.267 2.706
C -2.972 -7.291 3.837
C -3.959 -8.279 3.976
C -4.136 -9.248 2.980
C -3.329 -9.210 1.838
C -2.344 -8.225 1.699
C -0.718 -4.985 4.125
C 0.326 -5.022 5.056
C 0.412 -4.034 6.044
C -0.557 -3.025 6.123
C -1.648 -3.041 5.245
C -1.746 -4.042 4.271
C -0.581 -4.768 1.228
C -0.675 -5.327 -0.205
C 0.221 -4.425 -1.070
C 0.787 -3.341 -0.136
N 0.532 -3.803 1.240
C 2.002 -6.603 1.902
C 3.097 -7.403 1.554
H 3.944 -9.395 1.577
H 1.945 -10.405 2.706
H -0.048 -9.020 3.174
H -2.842 -6.537 4.619
H -4.585 -8.282 4.872
H -4.897 -10.022 3.097
H -3.452 -9.950 1.046
H -1.720 -8.211 0.801
H 1.072 -5.818 4.996
H 1.247 -4.066 6.747
H -0.469 -2.245 6.883
H -2.432 -2.285 5.305
H -2.611 -4.070 3.604
H -1.553 -4.295 1.492
H -0.336 -6.367 -0.270
H -1.721 -5.280 -0.525
H 1.067 -5.006 -1.450
H -0.321 -3.999 -1.919
H 1.865 -3.233 -0.303
H 0.297 -2.368 -0.338
H 0.389 -3.039 1.881
H 2.028 -5.522 1.727
H 3.949 -6.944 1.051
```

highest occupied orbital energy: -10.32 eV
electronic energy: -66362.3323 eV
HOMO-LUMO gap: 5.12 eV
molar mass: 707.97 g mol⁻¹
charge: +1


Among the records above, which one has the lowest electronic energy? C44H46GeN2O2PdS2Te